# 1
A cluster of 3 separate species, C34H65BNO13PS in total. Source: the OMol25 dataset; level of theory: ωB97M-V with the def2-TZVPD basis set.

Results
SMILES: CB(O)[C@@]1(COC(C)=O)C[C@@](CCCCN(C)C(C)=O)(P(C)C)S(=O)(=O)O[C@@]1(C)CCCCCCOC(C)=O.CCOC(C)=O.CCOC(C)=O
calculated total energy: -3131.23396 Eh
frontier orbital gap: 8.21 eV
highest occupied orbital energy: -0.2968 Ha
LUMO: 0.14 eV

Each line ends with the Mulliken charge.
Geometry (Å):
C (3.298, 4.740, 3.412)  -0.83
B (2.859, 4.615, 1.797)  0.53
O (3.786, 5.320, 0.881)  -0.63
C (1.526, 3.721, 1.289)  1.88
C (1.228, 2.739, 2.613)  -1.66
O (0.112, 1.802, 2.421)  0.16
C (0.130, 0.933, 3.608)  0.61
C (-0.986, 1.085, 4.818)  -1.03
O (1.027, -0.066, 3.758)  -0.52
C (0.274, 4.770, 1.299)  -1.62
C (-0.136, 5.473, -0.106)  1.15
C (-1.727, 5.366, -0.529)  -1.04
C (-2.491, 3.987, -0.141)  0.72
C (-3.830, 4.221, 0.833)  -0.59
C (-5.124, 3.346, 0.337)  -0.73
N (-4.859, 1.873, 0.115)  0.06
C (-4.266, 1.190, 1.328)  -0.43
C (-6.267, 1.259, -0.024)  0.52
C (-7.165, 1.625, -1.361)  -0.81
O (-6.842, 0.475, 0.892)  -0.55
P (0.094, 7.400, 0.116)  0.02
C (1.877, 7.866, 0.565)  -0.77
C (-0.942, 8.006, 1.652)  -0.89
S (0.940, 4.973, -1.554)  1.54
O (1.635, 6.242, -2.190)  -0.76
O (0.128, 4.358, -2.763)  -0.69
O (2.178, 3.877, -1.217)  -0.43
C (1.836, 2.940, -0.093)  -0.10
C (0.671, 1.963, -0.696)  -0.14
C (3.191, 1.959, -0.069)  -1.18
C (3.039, 0.588, 0.796)  0.63
C (3.595, -0.720, -0.086)  -1.00
C (2.587, -1.177, -1.290)  -0.52
C (1.177, -1.858, -0.820)  -0.41
C (1.281, -2.914, 0.427)  0.45
O (0.354, -2.450, 1.470)  -0.28
C (-0.421, -3.545, 2.068)  0.59
C (-0.512, -3.540, 3.738)  -0.76
O (-1.091, -4.503, 1.424)  -0.63
H (4.045, 5.629, 3.604)  0.26
H (3.820, 3.731, 3.712)  0.28
H (2.351, 4.922, 4.112)  0.25
H (4.199, 4.706, 0.209)  0.35
H (0.833, 3.498, 3.448)  0.40
H (2.182, 2.167, 2.978)  0.28
H (-0.440, 0.929, 5.864)  0.31
H (-1.411, 2.193, 4.741)  0.26
H (-1.809, 0.261, 4.676)  0.27
H (-0.627, 4.247, 1.883)  -0.08
H (0.593, 5.656, 2.037)  0.47
H (-1.918, 5.555, -1.693)  0.16
H (-2.330, 6.248, 0.005)  0.21
H (-1.844, 3.181, 0.422)  -0.70
H (-2.904, 3.460, -1.112)  0.50
H (-3.525, 3.815, 1.914)  0.17
H (-4.063, 5.369, 0.994)  0.39
H (-5.436, 3.789, -0.726)  0.19
H (-5.991, 3.454, 1.139)  0.35
H (-4.299, 0.001, 1.235)  0.33
H (-4.819, 1.438, 2.342)  0.29
H (-3.109, 1.446, 1.450)  -0.13
H (-6.875, 0.930, -2.259)  0.25
H (-8.306, 1.502, -1.031)  0.27
H (-7.057, 2.731, -1.728)  0.28
H (1.936, 9.058, 0.559)  0.39
H (2.074, 7.545, 1.677)  0.18
H (2.710, 7.503, -0.173)  0.25
H (-1.936, 8.459, 1.176)  0.28
H (-1.242, 7.077, 2.298)  0.25
H (-0.338, 8.832, 2.220)  0.37
H (0.408, 1.025, -0.045)  -0.45
H (-0.336, 2.473, -0.983)  0.23
H (1.111, 1.523, -1.716)  0.37
H (3.285, 1.608, -1.209)  0.47
H (4.184, 2.531, 0.148)  0.14
H (2.000, 0.399, 1.294)  -0.58
H (3.815, 0.673, 1.700)  0.30
H (3.970, -1.601, 0.609)  0.35
H (4.583, -0.310, -0.617)  0.36
H (3.151, -1.971, -1.975)  0.38
H (2.338, -0.259, -1.987)  0.20
H (0.769, -2.466, -1.763)  0.33
H (0.318, -1.091, -0.556)  0.03
H (2.339, -3.010, 0.919)  0.21
H (1.024, -3.986, -0.011)  -0.32
H (-0.686, -4.605, 4.191)  0.30
H (-1.506, -2.922, 3.973)  0.21
H (0.360, -2.934, 4.239)  0.22
C (1.531, -9.323, -1.618)  -0.48
C (2.105, -9.092, -0.234)  -0.50
O (2.629, -7.757, -0.112)  -0.38
C (1.891, -6.668, 0.206)  0.75
C (0.394, -6.771, 0.171)  -0.41
O (2.439, -5.596, 0.447)  -0.55
H (0.691, -8.654, -1.823)  -0.01
H (1.184, -10.355, -1.724)  0.38
H (2.287, -9.125, -2.384)  0.24
H (1.388, -9.308, 0.563)  0.35
H (2.950, -9.771, -0.080)  0.30
H (0.034, -6.432, -0.804)  0.16
H (-0.016, -6.124, 0.952)  -0.01
H (0.015, -7.771, 0.372)  0.35
C (1.035, -5.163, -6.238)  -0.97
C (1.447, -6.460, -5.570)  -0.43
O (0.890, -6.555, -4.246)  -0.34
C (-0.353, -7.014, -3.967)  0.88
C (-1.332, -7.185, -5.092)  -1.25
O (-0.694, -7.214, -2.805)  -0.60
H (-0.049, -5.102, -6.366)  0.27
H (1.505, -5.070, -7.221)  0.36
H (1.329, -4.306, -5.623)  0.28
H (1.197, -7.342, -6.167)  0.37
H (2.536, -6.469, -5.448)  0.33
H (-1.944, -6.284, -5.175)  0.28
H (-1.976, -8.040, -4.862)  0.32
H (-0.868, -7.401, -6.053)  0.40

# 2
A structure of composition C27H25GaGeO2. Source: the OMol25 dataset; level of theory: ωB97M-V with the def2-TZVPD basis set.

Results
charge: +2
calculated total energy: -5195.41943 Eh
frontier orbital gap (spin up / spin down): 5.90 / 4.70 eV
energy relative to the best compared isomer or geometry (same formula, charge and spin): 0.473 eV
highest occupied orbital energy (spin up / spin down): -0.5323 / -0.5244 Ha
LUMO (spin up / spin down): -8.58 / -9.57 eV

Each line ends with the Mulliken charge.
Geometry (Å):
Ga (3.009, 0.087, 0.899)  0.74
C (4.781, 0.517, 3.179)  -0.69
C (4.224, 1.494, 3.986)  -0.33
C (4.215, 2.817, 3.556)  -0.43
C (4.739, 3.174, 2.309)  -0.31
C (5.281, 2.210, 1.485)  -0.58
C (5.327, 0.875, 1.925)  -0.35
H (4.848, -0.508, 3.524)  0.50
H (3.812, 1.234, 4.951)  0.46
H (3.786, 3.583, 4.189)  0.43
H (4.725, 4.210, 1.999)  0.45
H (5.702, 2.479, 0.525)  0.47
H (5.865, 0.132, 1.346)  0.63
O (1.917, 1.601, 1.732)  -0.46
C (0.869, 0.906, 1.530)  0.81
O (1.028, -0.292, 1.100)  -0.50
C (-0.515, 1.458, 1.751)  -0.66
C (-1.643, 0.442, 1.491)  -0.98
Ge (-1.502, -0.537, -0.217)  1.53
C (0.061, -0.378, -1.430)  1.09
C (0.793, -1.559, -1.586)  -0.45
C (2.133, -1.483, -1.946)  -0.80
C (2.734, -0.241, -2.166)  -0.78
C (1.971, 0.928, -2.095)  -0.94
C (0.622, 0.856, -1.763)  -0.24
C (-2.768, 0.519, -1.498)  0.66
C (-3.840, -0.167, -2.087)  -0.34
C (-4.811, 0.587, -2.726)  -0.74
C (-4.667, 1.969, -2.835)  -0.46
C (-3.561, 2.629, -2.277)  -0.80
C (-2.589, 1.902, -1.620)  -0.09
C (-2.146, -2.337, -0.207)  0.40
C (-2.231, -3.025, -1.423)  -0.27
C (-2.740, -4.314, -1.462)  -0.81
C (-3.156, -4.928, -0.286)  -0.60
C (-3.100, -4.243, 0.920)  -0.69
C (-2.591, -2.953, 0.962)  -0.70
H (-0.616, 2.325, 1.093)  0.21
H (-0.530, 1.851, 2.769)  0.54
H (-2.613, 0.934, 1.494)  0.45
H (-1.653, -0.310, 2.280)  0.53
H (0.355, -2.525, -1.367)  0.37
H (2.707, -2.396, -2.057)  0.44
H (3.772, -0.191, -2.472)  0.55
H (2.421, 1.886, -2.322)  0.45
H (0.044, 1.767, -1.746)  0.15
H (-3.956, -1.240, -2.020)  0.44
H (-5.665, 0.082, -3.156)  0.46
H (-5.410, 2.541, -3.377)  0.43
H (-3.454, 3.703, -2.363)  0.45
H (-1.758, 2.427, -1.168)  0.15
H (-1.913, -2.548, -2.345)  0.61
H (-2.811, -4.842, -2.405)  0.44
H (-3.512, -5.950, -0.312)  0.42
H (-3.444, -4.722, 1.827)  0.43
H (-2.546, -2.433, 1.912)  0.28

# 3
A cluster of 2 separate species, C4H6O2 in total. Source: the OMol25 dataset; level of theory: ωB97M-V with the def2-TZVPD basis set.

Results
SMILES: O=C=CO.C=C
calculated total energy: -306.39300 Eh
frontier orbital gap: 9.23 eV
energy relative to the best compared isomer or geometry (same formula, charge and spin): 3.083 eV
highest occupied orbital energy: -0.3200 Ha
LUMO: 0.52 eV

Each line ends with the Mulliken charge.
Geometry (Å):
O (0.675, 2.008, -0.067)  -0.39
C (0.882, 0.870, -0.291)  0.72
C (1.330, -0.358, -0.505)  -0.45
O (2.617, -0.485, -1.027)  -0.50
H (0.717, -1.247, -0.474)  0.31
H (3.244, -0.155, -0.371)  0.32
C (-1.376, -0.218, 1.080)  -0.54
C (-1.777, 0.005, -0.168)  -0.58
H (-1.239, -1.224, 1.471)  0.27
H (-1.173, 0.598, 1.772)  0.28
H (-1.925, 1.013, -0.554)  0.30
H (-1.973, -0.807, -0.865)  0.26

- The lowest calculated total energy belongs to which entry?
  C27H25GaGeO2

- Among the records above, which one has the highest calculated total energy?
  C4H6O2

Repeat the third record exactly.
A cluster of 2 separate species, C4H6O2 in total. Source: the OMol25 dataset; level of theory: ωB97M-V with the def2-TZVPD basis set.

Results
SMILES: O=C=CO.C=C
calculated total energy: -306.39300 Eh
frontier orbital gap: 9.23 eV
energy relative to the best compared isomer or geometry (same formula, charge and spin): 3.083 eV
highest occupied orbital energy: -0.3200 Ha
LUMO: 0.52 eV

Each line ends with the Mulliken charge.
Geometry (Å):
O (0.675, 2.008, -0.067)  -0.39
C (0.882, 0.870, -0.291)  0.72
C (1.330, -0.358, -0.505)  -0.45
O (2.617, -0.485, -1.027)  -0.50
H (0.717, -1.247, -0.474)  0.31
H (3.244, -0.155, -0.371)  0.32
C (-1.376, -0.218, 1.080)  -0.54
C (-1.777, 0.005, -0.168)  -0.58
H (-1.239, -1.224, 1.471)  0.27
H (-1.173, 0.598, 1.772)  0.28
H (-1.925, 1.013, -0.554)  0.30
H (-1.973, -0.807, -0.865)  0.26